70
Properties=species:S:1:pos:R:3 method="wB97M-V/def2-TZVPD" spin_multiplicity=2 fmax_ev_per_a=1.431 e_lumo_ev="-1.06 / -0.89" total_energy_ev=-73964.6439 e_homo_ev="-7.32 / -7.44" gap_ev="6.268 / 6.550" e_above_lowest_ev=0.393
Re -0.829 -2.101 -0.344
N 3.159 -3.819 0.421
C 1.857 -3.416 0.406
S 1.262 -2.809 -1.133
N 1.189 -3.490 1.507
N -0.131 -3.015 1.379
C -0.806 -3.089 2.480
C -2.183 -2.748 2.676
C -2.668 -2.874 3.997
C -3.972 -2.606 4.319
C -4.844 -2.210 3.294
C -4.410 -2.085 1.999
C -3.067 -2.342 1.644
O -2.741 -2.188 0.391
H 3.617 -3.974 -0.458
H 3.470 -4.345 1.219
H -0.257 -3.475 3.336
H -1.974 -3.197 4.765
H -4.322 -2.701 5.337
H -5.881 -1.999 3.526
H -5.080 -1.784 1.204
O -1.525 -3.530 -1.451
C -1.749 -3.565 -2.765
C -1.985 -4.822 -3.330
C -2.225 -4.954 -4.682
C -2.236 -3.839 -5.520
C -2.007 -2.597 -4.970
C -1.760 -2.433 -3.601
C -1.630 -1.077 -3.104
N -1.381 -0.787 -1.883
N -1.462 0.572 -1.538
C -1.211 0.684 -0.277
O -0.929 -0.350 0.493
C -1.211 2.005 0.385
C -1.295 2.069 1.773
C -1.315 3.302 2.408
C -1.242 4.469 1.662
C -1.150 4.405 0.276
C -1.138 3.177 -0.363
H -1.968 -5.680 -2.672
H -2.411 -5.939 -5.093
H -2.431 -3.945 -6.578
H -2.019 -1.713 -5.598
H -1.814 -0.248 -3.783
H -1.352 1.151 2.341
H -1.389 3.350 3.487
H -1.261 5.431 2.158
H -1.089 5.315 -0.306
H -1.072 3.111 -1.441
S 5.050 3.076 1.246
C 3.823 1.850 0.856
C 3.329 1.057 1.883
C 2.350 0.121 1.582
N 1.860 -0.062 0.362
C 2.369 0.677 -0.620
C 3.343 1.643 -0.430
C 4.446 4.429 0.260
C 4.980 4.699 -0.991
C 4.444 5.746 -1.728
N 3.449 6.517 -1.298
C 2.960 6.260 -0.087
C 3.420 5.237 0.728
H 3.680 1.182 2.899
H 1.918 -0.490 2.369
H 1.972 0.489 -1.613
H 3.705 2.223 -1.267
H 5.800 4.110 -1.381
H 4.832 5.971 -2.715
H 2.157 6.905 0.252
H 2.983 5.065 1.703


82
Properties=species:S:1:pos:R:3 method="wB97M-V/def2-TZVPD" spin_multiplicity=1 fmax_ev_per_a=3.321 e_lumo_ev=-1.29 total_energy_ev=-89379.8498 e_homo_ev=-8.59 gap_ev=7.290 e_above_lowest_ev=1.568
Ta 0.584 0.420 0.089
C 4.534 -3.991 -0.247
C 3.492 -2.967 -0.728
C 4.097 -2.146 -1.864
C 3.035 -2.137 0.457
C 3.256 -0.761 0.553
C 3.079 -0.091 1.775
C 2.683 -0.781 2.919
C 2.805 -0.158 4.281
C 2.311 -2.114 2.769
C 2.483 -2.776 1.566
H 4.864 -4.612 -1.082
H 4.128 -4.645 0.523
H 5.405 -3.479 0.168
H 2.634 -3.522 -1.117
H 5.014 -1.655 -1.534
H 3.406 -1.393 -2.235
H 4.348 -2.804 -2.696
H 3.725 -0.224 -0.262
H 3.382 0.948 1.856
H 2.670 0.919 4.243
H 3.812 -0.353 4.656
H 2.097 -0.586 4.988
H 1.941 -2.660 3.630
H 2.230 -3.826 1.506
C -2.830 -1.357 -5.294
C -2.497 -0.755 -3.957
C -2.581 0.617 -3.748
C -2.214 1.171 -2.537
C -1.763 0.370 -1.494
N -1.303 0.941 -0.274
C -2.128 1.807 0.469
C -3.433 2.095 0.054
C -4.212 3.044 0.684
C -3.742 3.736 1.790
C -4.520 4.855 2.426
C -2.513 3.349 2.302
C -1.712 2.397 1.684
C -0.461 1.938 2.434
O 0.492 1.358 1.614
C 0.232 3.080 3.243
F -0.316 3.217 4.465
F 1.531 2.787 3.411
F 0.163 4.262 2.637
C -0.910 0.816 3.448
F -0.977 -0.360 2.801
F -0.034 0.651 4.447
F -2.100 1.038 3.988
C -1.649 -1.017 -1.697
C -2.034 -1.554 -2.919
C -1.121 -1.915 -0.566
O -0.112 -1.343 0.219
C -2.320 -2.261 0.361
F -2.805 -1.144 0.921
F -3.320 -2.826 -0.327
F -1.971 -3.097 1.344
C -0.499 -3.238 -1.097
F 0.376 -2.977 -2.085
F 0.171 -3.867 -0.124
F -1.403 -4.106 -1.572
H -3.517 -0.719 -5.848
H -3.272 -2.346 -5.183
H -1.918 -1.457 -5.887
H -2.919 1.262 -4.549
H -2.235 2.243 -2.396
H -3.845 1.555 -0.784
H -5.203 3.252 0.301
H -5.378 5.127 1.814
H -3.884 5.733 2.545
H -4.881 4.572 3.417
H -2.193 3.806 3.227
H -1.966 -2.617 -3.099
N 1.187 -0.124 -1.712
C 1.433 -0.151 -2.879
N 1.720 -0.167 -4.059
C 1.381 -0.548 -5.258
N 1.132 -0.863 -6.341
F 2.085 4.155 -1.406
B 1.377 3.108 -0.944
F 0.662 2.394 -1.932
F 0.457 3.403 0.062
F 2.279 2.068 -0.355


79
Properties=species:S:1:pos:R:3 method="wB97M-V/def2-TZVPD" spin_multiplicity=5 fmax_ev_per_a=1.683 e_lumo_ev="0.03 / -0.07" total_energy_ev=-183253.6795 e_homo_ev="-7.30 / -7.93" gap_ev="7.328 / 7.858" e_above_lowest_ev=0.674
Cr -0.097 -0.202 0.038
F 2.499 -2.411 4.349
C 1.169 -2.503 4.554
F 0.999 -2.527 5.895
F 0.767 -3.698 4.096
C 0.409 -1.361 3.943
C -0.368 -0.552 4.748
C -1.075 0.501 4.177
C -1.000 0.676 2.815
N -0.273 -0.111 2.017
C 0.464 -1.125 2.549
S 1.380 -2.022 1.414
H -0.419 -0.744 5.810
H -1.683 1.158 4.782
H -1.541 1.477 2.326
C -1.789 -3.708 -1.019
C -1.120 -2.368 -0.871
O -0.143 -2.049 -1.580
O -1.572 -1.555 0.011
H -1.663 -4.073 -2.036
H -2.842 -3.641 -0.752
H -1.306 -4.409 -0.337
C 3.615 -1.029 -0.776
As 3.135 0.460 0.365
C 3.808 0.322 2.182
C 4.137 1.996 -0.289
O 1.564 0.981 0.167
H 4.534 -1.485 -0.409
H 3.769 -0.661 -1.790
H 2.808 -1.757 -0.762
H 4.770 0.832 2.238
H 3.900 -0.716 2.482
H 3.093 0.822 2.834
H 5.214 1.834 -0.255
H 3.875 2.830 0.361
H 3.829 2.223 -1.308
F 1.325 2.284 -8.454
C 0.117 2.603 -7.962
F -0.806 2.026 -8.759
F -0.034 3.936 -8.099
C -0.054 2.173 -6.534
C -1.232 2.528 -5.882
C -1.435 2.124 -4.578
C -0.476 1.353 -3.920
C 0.698 1.019 -4.578
C 0.915 1.428 -5.888
P -0.778 0.815 -2.170
C -2.459 0.128 -2.421
C -2.640 -0.720 -3.513
C -3.820 -1.425 -3.679
C -4.835 -1.277 -2.745
C -4.668 -0.449 -1.645
C -3.478 0.234 -1.475
C -6.136 -2.003 -2.919
F -6.088 -2.910 -3.913
F -6.498 -2.658 -1.797
F -7.143 -1.149 -3.209
C -1.003 2.510 -1.495
C -2.200 3.149 -1.184
C -2.193 4.425 -0.644
C -0.990 5.080 -0.430
C 0.213 4.471 -0.766
C 0.199 3.192 -1.288
C -1.009 6.465 0.143
F 0.217 6.886 0.504
F -1.491 7.364 -0.741
F -1.796 6.541 1.236
H -1.980 3.111 -6.402
H -2.349 2.399 -4.066
H 1.443 0.417 -4.070
H 1.826 1.162 -6.407
H -1.843 -0.847 -4.233
H -3.946 -2.093 -4.519
H -5.456 -0.363 -0.909
H -3.335 0.827 -0.582
H -3.147 2.657 -1.368
H -3.125 4.914 -0.389
H 1.145 4.996 -0.612
H 1.131 2.697 -1.527


70
Properties=species:S:1:pos:R:3 method="wB97M-V/def2-TZVPD" spin_multiplicity=2 fmax_ev_per_a=2.936 charge=-1 e_lumo_ev="2.14 / 2.14" total_energy_ev=-467463.0660 e_homo_ev="-1.26 / -5.84" gap_ev="3.406 / 7.978"
F 1.118 3.685 21.783
C 0.923 4.796 22.514
C 0.686 4.645 23.902
C 0.479 5.750 24.703
C 0.652 7.031 24.104
C 0.876 7.171 22.690
C 0.948 6.058 21.920
H 0.813 3.674 24.358
H 0.169 5.537 25.715
H 0.710 7.904 24.738
H 0.911 8.121 22.177
H 1.307 6.065 20.902
F -2.633 2.480 15.015
C -3.975 2.480 14.917
C -4.654 1.412 15.500
C -6.040 1.404 15.380
C -6.705 2.405 14.706
C -5.969 3.448 14.126
C -4.597 3.517 14.250
H -4.048 0.721 16.067
H -6.667 0.664 15.856
H -7.785 2.413 14.698
H -6.484 4.231 13.589
H -3.967 4.290 13.835
F -0.826 0.715 20.288
C -1.830 0.187 19.590
C -3.170 0.399 19.919
C -4.123 -0.156 19.156
C -3.802 -1.003 18.067
C -2.475 -1.208 17.728
C -1.505 -0.646 18.524
H -3.439 0.964 20.799
H -5.159 0.119 19.286
H -4.600 -1.399 17.457
H -2.244 -1.792 16.849
H -0.478 -0.907 18.317
F 4.864 1.732 14.495
C 3.739 2.395 14.828
C 2.547 1.664 14.892
C 1.361 2.374 15.035
C 1.355 3.747 15.128
C 2.569 4.439 15.055
C 3.779 3.771 14.959
H 2.699 0.595 14.866
H 0.452 1.825 15.232
H 0.488 4.362 15.321
H 2.649 5.481 15.331
H 4.697 4.339 14.964
F 6.891 7.116 21.600
C 6.128 6.393 20.735
C 6.284 6.515 19.367
C 5.473 5.750 18.524
C 4.566 4.828 19.096
C 4.376 4.809 20.426
C 5.131 5.600 21.268
H 6.975 7.217 18.924
H 5.545 5.829 17.449
H 3.924 4.179 18.519
H 3.722 4.056 20.841
H 4.934 5.509 22.326
C -0.741 7.291 15.802
Br -1.834 8.813 16.157
Br 0.855 7.649 14.798
Br -1.765 5.826 14.972
H -0.368 6.957 16.770
C 0.476 3.346 18.586
Br 1.187 5.119 18.166
Br 1.820 1.911 18.241
Br -1.123 2.840 17.522
H 0.179 3.299 19.634


73
Properties=species:S:1:pos:R:3 method="wB97M-V/def2-TZVPD" spin_multiplicity=4 fmax_ev_per_a=0.357 charge=-1 e_lumo_ev="2.41 / 2.41" total_energy_ev=-141072.0786 e_homo_ev="-3.95 / -4.68" gap_ev="6.362 / 7.092" e_above_lowest_ev=0.000
V 0.476 0.919 0.603
Cl -0.001 0.740 3.150
C -1.402 1.753 3.476
C -1.702 1.925 4.815
C -2.784 2.709 5.178
C -3.540 3.303 4.178
C -3.213 3.108 2.850
Cl -4.230 3.893 1.671
C -2.126 2.320 2.411
S -1.788 2.089 0.729
H -1.086 1.440 5.560
H -3.036 2.853 6.220
H -4.396 3.919 4.420
O 3.744 -1.413 1.759
C 2.888 -0.895 1.058
O 2.381 0.279 1.209
C 2.320 -1.650 -0.157
P 0.491 -1.618 0.009
C 0.272 -3.116 1.056
C 0.508 -4.400 0.564
C 0.382 -5.507 1.387
C 0.019 -5.346 2.719
C -0.198 -4.074 3.223
C -0.067 -2.966 2.395
C -0.128 -2.255 -1.589
C 0.632 -2.224 -2.753
C 0.098 -2.665 -3.956
C -1.204 -3.136 -4.012
C -1.974 -3.163 -2.855
C -1.438 -2.729 -1.654
H 2.718 -2.661 -0.223
H 2.587 -1.066 -1.040
H 0.786 -4.535 -0.475
H 0.574 -6.496 0.991
H -0.093 -6.212 3.360
H -0.469 -3.937 4.263
H -0.229 -1.975 2.799
H 1.639 -1.830 -2.739
H 0.703 -2.625 -4.853
H -1.621 -3.477 -4.951
H -2.998 -3.512 -2.893
H -2.039 -2.759 -0.752
Cl -5.391 -0.089 2.454
C -4.532 -1.252 1.420
Cl -2.786 -1.101 1.562
H -4.810 -1.046 0.393
H -4.831 -2.247 1.725
N 1.681 5.793 2.613
N 1.531 4.816 1.634
N 1.749 5.055 0.364
C 1.518 3.854 -0.158
N 1.182 2.966 0.781
N 1.201 3.602 1.933
H 1.286 6.644 2.227
H 1.123 5.479 3.401
H 1.567 3.626 -1.207
C 3.925 1.531 -4.067
C 4.043 1.502 -2.659
C 2.929 1.358 -1.880
C 1.625 1.224 -2.442
C 0.481 1.027 -1.588
C -0.718 0.878 -2.263
C -0.847 0.930 -3.668
C 0.249 1.116 -4.460
C 1.524 1.256 -3.860
C 2.695 1.414 -4.647
H 4.811 1.643 -4.682
H 5.020 1.585 -2.197
H 3.018 1.327 -0.800
H -1.628 0.700 -1.692
H -1.828 0.813 -4.117
H 0.166 1.152 -5.542
H 2.592 1.436 -5.727


69
Properties=species:S:1:pos:R:3 method="wB97M-V/def2-TZVPD" spin_multiplicity=6 fmax_ev_per_a=1.134 charge=+2 e_lumo_ev="-5.66 / -7.50" total_energy_ev=-165069.2767 e_homo_ev="-13.83 / -14.01" gap_ev="8.177 / 6.512" e_above_lowest_ev=0.205
Fe -0.265 0.882 0.352
S -5.992 5.380 -1.743
N -4.862 5.606 -0.620
C -4.094 4.527 -0.639
C -2.942 4.294 0.220
C -2.494 5.191 1.192
C -1.393 4.858 1.950
C -0.760 3.640 1.718
N -1.175 2.783 0.791
C -2.253 3.098 0.057
C -2.677 2.097 -0.921
N -1.954 0.961 -0.960
C -2.335 -0.005 -1.796
C -3.418 0.134 -2.658
C -4.144 1.304 -2.637
C -3.779 2.308 -1.739
C -4.496 3.567 -1.592
N -5.566 3.925 -2.284
H -3.021 6.125 1.334
H -1.015 5.521 2.714
H 0.112 3.350 2.292
H -1.779 -0.929 -1.758
H -3.678 -0.679 -3.321
H -4.999 1.456 -3.284
O 0.579 -0.518 -0.812
S 1.086 -0.944 -2.192
C 2.779 -1.365 -1.941
C 3.686 -0.926 -2.894
C 5.031 -1.235 -2.727
C 5.441 -1.954 -1.616
C 4.516 -2.382 -0.664
C 3.173 -2.094 -0.822
C 0.343 -2.523 -2.475
C -0.102 -3.299 -1.412
C -0.659 -4.538 -1.689
C -0.758 -4.982 -3.004
C -0.316 -4.188 -4.053
C 0.234 -2.940 -3.794
H 3.352 -0.355 -3.752
H 5.754 -0.909 -3.462
H 6.489 -2.188 -1.486
H 4.847 -2.953 0.193
H 2.443 -2.431 -0.098
H -0.033 -2.931 -0.396
H -1.013 -5.162 -0.879
H -1.189 -5.952 -3.211
H -0.406 -4.534 -5.074
H 0.575 -2.308 -4.606
C 2.834 0.663 1.373
C 2.802 1.573 0.178
O 1.432 2.050 -0.024
H 3.856 0.323 1.543
H 2.218 -0.225 1.213
H 2.494 1.185 2.269
H 3.130 1.055 -0.724
H 3.432 2.447 0.336
H 1.431 2.727 -0.710
Se -0.943 -0.142 2.339
C -0.384 -0.905 3.927
C 0.857 -0.585 4.496
C 1.217 -1.184 5.687
C 0.350 -2.085 6.303
C -0.884 -2.391 5.736
C -1.264 -1.803 4.544
H 1.513 0.123 4.012
H 2.168 -0.948 6.144
H 0.639 -2.551 7.235
H -1.551 -3.084 6.229
H -2.221 -2.025 4.095


Please write out number 6 again, unchanged.
69
Properties=species:S:1:pos:R:3 method="wB97M-V/def2-TZVPD" spin_multiplicity=6 fmax_ev_per_a=1.134 charge=+2 e_lumo_ev="-5.66 / -7.50" total_energy_ev=-165069.2767 e_homo_ev="-13.83 / -14.01" gap_ev="8.177 / 6.512" e_above_lowest_ev=0.205
Fe -0.265 0.882 0.352
S -5.992 5.380 -1.743
N -4.862 5.606 -0.620
C -4.094 4.527 -0.639
C -2.942 4.294 0.220
C -2.494 5.191 1.192
C -1.393 4.858 1.950
C -0.760 3.640 1.718
N -1.175 2.783 0.791
C -2.253 3.098 0.057
C -2.677 2.097 -0.921
N -1.954 0.961 -0.960
C -2.335 -0.005 -1.796
C -3.418 0.134 -2.658
C -4.144 1.304 -2.637
C -3.779 2.308 -1.739
C -4.496 3.567 -1.592
N -5.566 3.925 -2.284
H -3.021 6.125 1.334
H -1.015 5.521 2.714
H 0.112 3.350 2.292
H -1.779 -0.929 -1.758
H -3.678 -0.679 -3.321
H -4.999 1.456 -3.284
O 0.579 -0.518 -0.812
S 1.086 -0.944 -2.192
C 2.779 -1.365 -1.941
C 3.686 -0.926 -2.894
C 5.031 -1.235 -2.727
C 5.441 -1.954 -1.616
C 4.516 -2.382 -0.664
C 3.173 -2.094 -0.822
C 0.343 -2.523 -2.475
C -0.102 -3.299 -1.412
C -0.659 -4.538 -1.689
C -0.758 -4.982 -3.004
C -0.316 -4.188 -4.053
C 0.234 -2.940 -3.794
H 3.352 -0.355 -3.752
H 5.754 -0.909 -3.462
H 6.489 -2.188 -1.486
H 4.847 -2.953 0.193
H 2.443 -2.431 -0.098
H -0.033 -2.931 -0.396
H -1.013 -5.162 -0.879
H -1.189 -5.952 -3.211
H -0.406 -4.534 -5.074
H 0.575 -2.308 -4.606
C 2.834 0.663 1.373
C 2.802 1.573 0.178
O 1.432 2.050 -0.024
H 3.856 0.323 1.543
H 2.218 -0.225 1.213
H 2.494 1.185 2.269
H 3.130 1.055 -0.724
H 3.432 2.447 0.336
H 1.431 2.727 -0.710
Se -0.943 -0.142 2.339
C -0.384 -0.905 3.927
C 0.857 -0.585 4.496
C 1.217 -1.184 5.687
C 0.350 -2.085 6.303
C -0.884 -2.391 5.736
C -1.264 -1.803 4.544
H 1.513 0.123 4.012
H 2.168 -0.948 6.144
H 0.639 -2.551 7.235
H -1.551 -3.084 6.229
H -2.221 -2.025 4.095